1.
DFT (ωB97M-V/def2-TZVPD) results for a cluster of 2 separate species, C4H8NO5PS2 in total.

Last column: Mulliken charge in e.
Geometry (Å):
C1 -2.596 0.959 0.850  0.657
C2 -1.289 1.332 -0.044  -0.938
C3 0.992 0.363 -0.478  -0.346
C4 0.440 -1.831 -0.276  -0.634
N1 0.075 0.993 0.270  0.167
O1 -3.381 1.916 0.875  -0.745
O2 3.340 -0.817 0.407  -0.530
O3 2.620 1.398 1.446  -0.818
O4 -2.754 -0.245 1.074  -0.668
O5 3.389 1.348 -0.960  -0.801
P1 2.710 0.654 0.149  0.936
S1 -1.221 -1.813 -1.091  -0.245
S2 0.335 -2.106 1.524  -0.308
H1 -1.439 2.410 -0.086  0.343
H2 -1.442 1.030 -1.115  0.340
H3 0.852 0.352 -1.497  0.411
H4 1.284 -2.298 -0.781  0.518
H5 0.534 1.494 1.107  0.261
H6 -0.806 -1.360 1.605  0.212
H7 -1.566 -0.923 -0.131  -0.105
H8 2.585 -1.254 1.038  0.294

Atomic forces in eV per Å
C 1.14 0.43 -2.83
C -0.44 1.18 -1.08
C -0.23 -2.15 2.73
C 0.13 2.11 -0.29
N 0.57 1.53 2.71
O -0.45 0.09 0.92
O -2.62 -1.70 1.90
O -0.56 -0.36 0.40
O -0.24 -0.90 1.37
O 0.92 -0.08 -1.21
P -0.28 1.09 0.28
S 1.66 -0.62 0.43
S -0.29 -0.09 -1.01
H 0.54 0.38 0.10
H -0.27 -0.15 1.02
H -0.35 -0.21 -2.30
H -0.38 -0.34 0.14
H -1.00 -1.25 -1.50
H 0.47 0.00 0.31
H -0.84 -0.22 -0.25
H 2.52 1.25 -1.85

Total charge: -2
Frontier orbital gap, eV: 5.59
HOMO energy, eV: -0.350
Maximum force, eV/A: 3.655

=====

2.
DFT (ωB97M-V/def2-TZVPD) results for a structure of composition C23H25CdN4O7PS.

Last column: Mulliken charge in e.
Geometry (Å):
N1 -4.785 2.571 1.397  -0.572
C1 -4.096 1.410 0.861  1.274
N2 -3.444 0.673 1.955  -0.573
N3 -5.103 0.557 0.241  -0.782
C2 -3.167 1.883 -0.300  -2.654
C3 -1.674 1.771 -0.079  -0.101
C4 -1.026 2.831 0.614  0.342
C5 -1.705 4.080 1.100  -0.698
C6 -1.222 5.256 0.265  -0.136
O1 -0.610 6.205 0.753  -0.451
C7 0.342 2.759 0.876  -0.675
C8 1.097 1.662 0.456  0.009
C9 0.513 0.619 -0.285  0.153
C10 -0.910 0.655 -0.542  -0.087
C11 -1.672 -0.429 -1.251  0.107
C12 -1.638 -1.830 -0.696  -0.174
C13 -2.232 -2.815 -1.681  -0.809
C14 -1.320 -3.024 -2.824  0.568
O2 -1.212 -2.205 -3.754  -0.809
O3 -0.606 -4.141 -2.749  -0.377
C15 1.466 -0.407 -0.683  1.763
O4 1.291 -1.276 -1.657  -0.835
C16 2.701 -0.631 0.031  0.001
C17 3.318 -1.960 -0.206  -0.443
C18 4.531 -2.081 -0.895  -0.011
C19 5.075 -3.347 -1.090  -0.799
C20 4.395 -4.462 -0.576  -0.336
N4 3.224 -4.362 0.098  -0.640
C21 2.697 -3.126 0.267  -0.281
C22 3.259 0.365 0.796  0.198
P1 4.830 0.304 1.703  0.899
O5 5.214 -1.218 1.928  -0.479
O6 4.435 0.880 3.130  -0.505
S1 6.117 1.323 0.760  -0.286
C23 2.554 1.680 0.825  0.013
O7 3.101 2.733 1.154  -0.512
H1 -4.250 2.984 2.154  0.269
H2 -5.646 2.262 1.837  0.329
H3 -2.943 -0.151 1.650  0.085
H4 -2.847 1.242 2.540  0.281
H5 -5.618 0.109 0.996  0.369
H6 -4.650 -0.212 -0.244  0.194
H7 -3.377 2.924 -0.487  0.754
H8 -3.470 1.381 -1.204  0.985
H9 -1.368 4.286 2.109  0.409
H10 -2.783 4.054 1.049  0.284
H11 -1.441 5.198 -0.814  0.386
H12 0.831 3.562 1.407  0.736
H13 -2.704 -0.138 -1.243  -0.199
H14 -1.455 -0.450 -2.328  0.370
H15 -0.654 -2.177 -0.399  0.029
H16 -2.272 -1.860 0.182  0.317
H17 -3.176 -2.455 -2.073  0.395
H18 -2.398 -3.771 -1.199  0.480
H19 -0.147 -4.304 -3.590  0.410
H20 5.035 -1.192 -1.247  0.509
H21 6.013 -3.454 -1.610  0.457
H22 4.807 -5.451 -0.703  0.440
H23 1.758 -3.060 0.807  0.490
H24 4.558 -1.738 2.416  0.395
H25 3.786 0.347 3.614  0.415
Cd1 0.673 -0.838 -3.560  1.107

Atomic forces in eV per Å
N 0.02 -0.08 0.19
C -0.17 -0.32 0.19
N -0.16 0.16 -0.16
N 0.19 -0.14 0.29
C 0.69 0.22 0.05
C 0.72 -0.32 0.02
C 0.09 -0.62 -0.21
C 0.37 0.08 -0.15
C 1.29 2.13 1.00
O -1.35 -2.20 -1.16
C 0.27 -0.90 -0.52
C -0.36 1.00 0.43
C -0.47 -0.13 -0.18
C 0.24 0.96 0.50
C 0.43 0.24 -0.19
C 0.20 -0.07 0.32
C -0.35 -0.66 -0.11
C 0.39 -1.01 0.19
O 1.29 0.47 -0.25
O -0.60 0.92 -0.38
C -0.47 -0.41 -0.58
O -0.40 1.17 0.37
C 0.65 0.50 0.65
C 0.39 -0.58 0.02
C -0.30 -0.46 0.19
C -0.61 0.14 0.35
C -0.70 0.95 0.35
N 0.31 0.92 -0.37
C 1.05 -0.61 -0.56
C -0.48 -0.74 -0.46
P 0.80 0.61 0.00
O -0.37 -0.11 0.03
O -0.30 -0.19 -0.05
S -0.14 -0.26 -0.08
C 0.49 1.89 0.48
O -1.03 -2.10 -0.57
H 0.03 0.04 0.00
H -0.12 0.05 -0.10
H 0.09 -0.01 -0.01
H 0.07 0.00 -0.02
H -0.20 0.08 -0.04
H -0.05 0.06 -0.10
H -0.25 0.24 -0.07
H -0.15 0.00 -0.26
H -0.14 0.04 0.32
H -0.28 -0.07 0.03
H 0.01 0.14 -0.04
H 0.13 0.05 0.05
H -0.35 0.01 -0.16
H 0.20 0.15 -0.09
H 0.19 0.06 0.11
H -0.02 -0.06 0.32
H -0.22 0.13 -0.08
H -0.06 -0.16 0.08
H 0.16 -0.10 0.01
H 0.13 0.05 -0.04
H 0.12 -0.13 -0.05
H -0.08 -0.15 0.06
H -0.01 -0.13 0.06
H 0.20 -0.16 0.02
H 0.13 0.14 0.23
Cd -1.14 -0.72 0.12

Total charge: +2
Frontier orbital gap, eV: 3.47
HOMO energy, eV: -13.946
Maximum force, eV/A: 2.827

=====

> What is the total charge in the first record?

-2